Record 1
{"formula": "C17H27NO3", "method": "the ωB97M-V functional and the def2-TZVPD basis", "symbols": ["O", "O", "O", "N", "C", "C", "C", "C", "C", "C", "C", "C", "C", "C", "C", "C", "C", "C", "C", "C", "C", "H", "H", "H", "H", "H", "H", "H", "H", "H", "H", "H", "H", "H", "H", "H", "H", "H", "H", "H", "H", "H", "H", "H", "H", "H", "H", "H"], "coordinates": [[-3.51176, -1.71186, -0.29455], [-0.11466, -1.29359, -2.15591], [3.01478, 1.69752, 0.25689], [1.35988, -0.31698, -0.75959], [4.00868, 1.21350, -0.62123], [-6.56108, -2.45517, -2.07765], [-1.43094, -1.17391, 0.70316], [2.36517, 2.76080, 2.28517], [3.53471, 2.30982, 1.41685], [-5.09839, -4.32685, -2.33925], [2.53700, -0.65026, -1.52577], [3.35390, 0.59957, -1.85637], [-5.60607, -1.81391, -1.31771], [-4.37839, -2.42700, -1.05907], [-2.23217, -2.25095, -0.02282], [2.80431, 3.35978, 3.62039], [3.52604, 4.69439, 3.47318], [0.11099, -0.60687, -1.17767], [-0.98261, -0.07316, -0.26695], [-6.31219, -3.71746, -2.59437], [-4.13134, -3.69438, -1.57505], [1.51393, 0.34939, -0.01597], [-1.72304, -2.52187, -0.95520], [3.15642, -1.35824, -0.96140], [-7.50576, -1.96788, -2.27018], [2.19236, -1.13797, -2.44132], [3.45285, 2.64999, 4.13888], [3.73685, 5.11681, 4.45279], [4.16402, 3.16449, 1.12991], [4.62547, 0.46006, -0.10474], [4.67055, 2.04102, -0.92172], [-4.89327, -5.31021, -2.73713], [1.73034, 1.89157, 2.47110], [-1.83839, 0.21886, -0.87605], [1.77621, 3.48954, 1.72563], [2.91001, 5.40065, 2.92130], [-0.62337, 0.79394, 0.28826], [2.70038, 1.34223, -2.31564], [4.46963, 4.57490, 2.94740], [1.91536, 3.50665, 4.23733], [-7.05925, -4.21912, -3.19076], [4.16473, 1.59332, 1.96848], [-0.56043, -1.63073, 1.17767], [4.13940, 0.33928, -2.56643], [-5.78323, -0.83098, -0.90940], [-2.33012, -3.14507, 0.60965], [-3.19317, -4.19410, -1.39288], [-2.06430, -0.73956, 1.47875]], "lowdin_charge": [-0.04, 0.05, -0.18, 0.07, -0.23, -0.09, -0.15, -0.19, -0.23, -0.09, -0.17, -0.15, -0.01, -0.27, -0.21, -0.26, -0.11, -0.50, -0.10, -0.11, -0.02, 0.12, 0.12, 0.12, 0.10, 0.12, 0.11, 0.07, 0.12, 0.13, 0.12, 0.10, 0.11, 0.13, 0.12, 0.07, 0.11, 0.12, 0.06, 0.11, 0.10, 0.13, 0.12, 0.12, 0.11, 0.13, 0.10, 0.12], "total_energy_ev": -25699.990, "smiles": "CCCCOCCCNC(=O)CCCOc1ccccc1"}


Record 2
{"formula": "C17H27NO4", "method": "the ωB97M-V functional and the def2-TZVPD basis", "symbols": ["O", "O", "O", "O", "N", "C", "C", "C", "C", "C", "C", "C", "C", "C", "C", "C", "C", "C", "C", "C", "C", "C", "H", "H", "H", "H", "H", "H", "H", "H", "H", "H", "H", "H", "H", "H", "H", "H", "H", "H", "H", "H", "H", "H", "H", "H", "H", "H", "H"], "coordinates": [[-0.15863, 0.44300, -1.82291], [0.09389, 2.08467, 2.81365], [2.74017, 1.48818, 2.02109], [-0.59642, -2.35378, -3.96328], [0.20252, -2.00070, -0.37272], [-0.26561, -2.65074, -1.57648], [-2.47324, 3.24798, -1.27647], [0.73121, -1.84684, 1.96197], [-1.10556, -3.34929, 1.19034], [-0.60484, 3.38474, 0.23010], [-0.11457, -1.72867, -2.79367], [1.29192, -3.95857, 0.75043], [-0.75747, 1.57547, -1.36037], [-0.89991, -0.42258, -2.64642], [0.09317, 4.06308, 1.37753], [0.28253, -2.80135, 0.84889], [-1.81152, 3.88719, -0.24946], [1.93446, 2.36646, 1.26926], [-1.95747, 2.08706, -1.83168], [1.22048, 1.61516, 0.13512], [0.90728, 3.05390, 2.18530], [-0.06527, 2.23695, -0.33134], [0.78300, -2.37086, 2.91277], [0.27433, -3.59042, -1.80583], [0.97603, -4.69491, 0.01479], [2.27395, -3.58246, 0.46815], [-1.83896, -2.54881, 1.14077], [-0.64327, 4.54209, 2.02614], [-1.88435, -0.63075, -2.21151], [1.43643, 3.55327, 3.00453], [-1.32585, -2.89369, -1.45924], [0.76386, 4.83989, 1.00149], [1.10821, -1.57872, -0.55359], [0.02159, -1.02895, 2.05593], [1.37881, -4.45947, 1.71084], [0.99959, 0.59618, 0.46717], [-1.39846, -4.13782, 0.50199], [-1.03544, 0.00186, -3.65039], [-1.10407, -3.76053, 2.19629], [1.71587, -1.43873, 1.74247], [-2.49180, 1.59523, -2.62853], [-0.50798, 1.73308, 2.14527], [1.89565, 1.51347, -0.71693], [-3.40582, 3.64447, -1.64878], [0.94887, -1.46175, -2.91454], [-2.22613, 4.78129, 0.19159], [-0.16607, -3.21089, -4.05919], [2.61124, 3.12304, 0.85963], [2.15364, 1.04359, 2.64984]], "lowdin_charge": [-0.05, -0.01, -0.02, -0.02, -0.01, -0.18, -0.08, -0.05, -0.05, -0.17, -0.35, -0.04, -0.21, -0.14, -0.07, -0.63, -0.05, -0.32, -0.01, -0.05, -0.33, -0.09, 0.09, 0.12, 0.07, 0.08, 0.09, 0.13, 0.14, 0.16, 0.13, 0.13, 0.12, 0.08, 0.08, 0.10, 0.08, 0.14, 0.08, 0.08, 0.11, 0.10, 0.14, 0.10, 0.16, 0.11, 0.10, 0.16, 0.09], "total_energy_ev": -27747.390, "smiles": "CC(C)(C)NC[C@@H](O)COc1cccc2c1C[C@H](O)[C@H](O)C2"}


Record 3
{"formula": "C17H27NO5", "method": "the ωB97M-V functional and the def2-TZVPD basis", "symbols": ["O", "O", "O", "O", "O", "N", "C", "C", "C", "C", "C", "C", "C", "C", "C", "C", "C", "C", "C", "C", "C", "C", "C", "H", "H", "H", "H", "H", "H", "H", "H", "H", "H", "H", "H", "H", "H", "H", "H", "H", "H", "H", "H", "H", "H", "H", "H", "H", "H", "H"], "coordinates": [[-2.31170, -2.22200, -0.94077], [2.51010, -0.75442, -1.68819], [-2.13710, 2.44421, 0.14961], [-3.60230, 0.10262, -0.10365], [4.10418, -0.62041, 1.46625], [2.69947, 1.05410, -0.35019], [-1.56109, -1.09720, -0.75140], [-2.25359, 0.06335, -0.34920], [4.66530, 2.46709, -0.65519], [-1.67510, -3.46465, -1.17084], [4.47109, -1.76566, 0.72676], [4.67765, 0.57860, 1.01794], [1.98733, 0.09248, -0.98284], [-0.17213, 1.30422, -0.43969], [-1.54619, 1.27089, -0.23853], [0.51493, 0.14593, -0.76629], [-3.51984, -1.04464, 2.05761], [-1.04465, -4.04581, 0.09098], [4.14384, 1.06719, -0.34662], [-3.78432, 4.15571, 0.07192], [-0.18966, -1.03837, -0.94400], [-3.23513, 2.92006, -0.62194], [-4.18805, -0.91553, 0.69427], [4.45173, 0.37207, -1.13432], [-2.87829, 3.17407, -1.63128], [-0.93607, -3.37883, -1.97515], [-0.25293, -3.39989, 0.46266], [4.34173, 3.17104, 0.10902], [2.23855, 1.62362, 0.34130], [-3.00463, 4.90614, 0.17219], [0.32048, 2.25905, -0.34332], [5.56123, -1.83795, 0.63355], [-4.14219, 3.89457, 1.06399], [0.37736, -1.90288, -1.24812], [-0.62552, -5.02369, -0.12872], [4.42867, 1.31481, 1.78878], [-2.49769, -1.40107, 1.94896], [4.09961, -2.61867, 1.29164], [-3.49655, -0.07798, 2.55610], [4.02065, -1.76981, -0.27028], [5.77308, 0.48618, 0.95691], [-4.17551, -1.87499, 0.16879], [-4.60575, 4.56838, -0.50699], [-4.00870, 2.15226, -0.70840], [-1.79865, -4.15163, 0.86775], [4.28856, 2.80009, -1.61863], [-4.07460, -1.74823, 2.67246], [-2.48442, -4.11460, -1.51603], [5.75131, 2.46554, -0.68694], [-5.22448, -0.58534, 0.80811]], "lowdin_charge": [-0.06, 0.05, -0.05, -0.05, -0.18, 0.11, -0.18, -0.12, -0.04, -0.23, -0.10, -0.20, -0.43, 0.05, -0.19, -0.12, -0.05, -0.06, -0.35, -0.07, 0.05, -0.24, -0.22, 0.14, 0.13, 0.12, 0.07, 0.08, 0.14, 0.07, 0.12, 0.09, 0.08, 0.12, 0.08, 0.13, 0.07, 0.09, 0.08, 0.07, 0.13, 0.11, 0.07, 0.11, 0.08, 0.08, 0.08, 0.13, 0.08, 0.13], "total_energy_ev": -29793.965, "smiles": "CCOc1cc(C(=O)N[C@@H](C)COC)cc(OCC)c1OCC"}


Record 4
{"formula": "C17H28AsBrN2O5PbSi2", "method": "the ωB97M-V functional and the def2-TZVPD basis", "symbols": ["Pb", "Br", "As", "Si", "Si", "O", "O", "O", "O", "O", "N", "N", "C", "C", "C", "C", "C", "C", "C", "C", "C", "C", "C", "C", "C", "C", "C", "C", "C", "H", "H", "H", "H", "H", "H", "H", "H", "H", "H", "H", "H", "H", "H", "H", "H", "H", "H", "H", "H", "H", "H", "H", "H", "H", "H", "H", "H"], "coordinates": [[1.71032, -1.20631, -0.20784], [-3.48494, -4.96427, 1.72025], [0.88700, 1.43422, 0.42106], [2.87086, 2.56580, -0.03156], [-0.24083, 1.79964, -1.58100], [3.90713, -0.88110, 0.57474], [-1.69836, -3.56963, -1.48001], [5.32299, -1.20388, 2.27621], [0.73254, -2.20202, 3.97671], [-3.27422, -5.18756, -1.68422], [1.77465, -1.85433, 1.96348], [-0.64545, -1.86493, 0.63893], [-3.77704, -3.19506, -0.51210], [-0.65821, -1.84032, 2.09656], [-5.43833, -1.41761, 0.89569], [-4.95785, -2.56056, 1.51540], [4.00830, 1.82134, -1.32971], [-4.14433, -3.43114, 0.80321], [0.71057, -1.99571, 2.75342], [2.52556, 4.35199, -0.55862], [4.20152, -1.26196, 1.76862], [-1.09661, 3.48705, -1.58080], [-1.60678, 0.52051, -1.77508], [-2.81906, -4.09911, -1.30444], [3.84856, 2.63696, 1.56989], [-5.08952, -1.15516, -0.42341], [0.76974, 1.74153, -3.17516], [-4.26530, -2.03227, -1.10860], [3.05811, -1.81732, 2.63370], [4.74389, 3.25546, 1.44524], [3.24839, 3.05760, 2.37956], [-6.06821, -0.73036, 1.44746], [-1.66281, 3.63861, -2.50588], [-5.19617, -2.77453, 2.54881], [3.00284, -1.20107, 3.53619], [2.03655, 4.38810, -1.53572], [4.16908, 1.63286, 1.85870], [-1.21544, -0.49386, -1.89761], [1.31113, 0.79705, -3.26200], [1.49567, 2.55573, -3.22495], [4.34514, 0.84149, -0.98574], [1.87381, 4.85140, 0.16196], [-2.26485, 0.52042, -0.90121], [-1.31960, -2.59266, 2.53491], [-1.78860, 3.55415, -0.73808], [3.46107, 4.91688, -0.62844], [-5.44413, -0.25397, -0.91147], [-1.01824, -0.86067, 2.42096], [-3.95579, -1.81048, -2.12282], [-2.22390, 0.74607, -2.65070], [3.52038, 1.70921, -2.29819], [-1.42481, -1.34953, 0.24998], [-0.73767, -2.79371, 0.22813], [-0.37254, 4.29876, -1.48167], [3.36470, -2.81139, 2.97634], [0.10005, 1.83007, -4.03678], [4.88903, 2.45961, -1.46231]], "lowdin_charge": [0.98, 0.74, 0.59, 0.13, 0.11, -0.30, -0.05, -0.03, -0.03, -0.04, -0.15, -0.08, -0.18, -0.19, -0.12, -0.15, -0.23, -0.62, -0.59, -0.25, -0.69, -0.25, -0.25, -0.74, -0.23, -0.11, -0.24, -0.05, -0.17, 0.02, 0.02, 0.09, 0.02, 0.09, 0.12, 0.00, 0.02, 0.02, 0.02, 0.01, 0.01, 0.02, 0.02, 0.10, 0.02, 0.01, 0.09, 0.11, 0.12, 0.03, 0.00, 0.05, 0.05, 0.00, 0.12, 0.02, 0.02], "charge": -2, "total_energy_ev": -183192.182}